1.
Here is a structure of composition C20H52BO13V at a distorted geometry from the Open Molecules 2025 dataset. Energies are from ωB97M-V/def2-TZVPD.

The geometry in ORCA input format:
```
! RIJCOSX wB97M-V def2-TZVPD def2/J DEFGRID3
* xyz -3 2
O -9.555 -27.463 3.883
V -10.220 -27.130 2.490
C -8.950 -28.593 0.621
O -9.439 -28.551 -0.548
O -9.567 -29.241 1.548
O -8.575 -27.433 1.136
C -12.698 -28.236 2.001
O -12.305 -27.809 3.157
O -13.058 -29.397 1.646
O -11.987 -27.633 1.095
B -10.165 -24.768 2.382
H -10.998 -25.038 3.128
H -10.337 -25.320 1.397
H -10.160 -23.600 2.180
H -9.185 -25.107 2.862
C -14.804 -25.638 -0.283
C -13.470 -25.058 -0.781
C -12.901 -24.162 0.305
O -12.617 -26.126 -1.081
H -15.369 -26.175 -1.052
H -15.519 -24.853 0.015
H -14.662 -26.313 0.562
H -13.729 -24.498 -1.687
H -11.920 -23.805 -0.030
H -12.793 -24.599 1.296
H -13.467 -23.222 0.393
H -12.397 -26.577 -0.222
C -8.636 -25.019 6.178
C -8.240 -23.569 6.397
C -7.683 -22.938 5.128
O -9.434 -22.840 6.755
H -9.295 -25.203 5.322
H -9.180 -25.411 7.040
H -7.804 -25.705 5.989
H -7.607 -23.525 7.288
H -8.434 -22.910 4.344
H -6.823 -23.548 4.828
H -7.285 -21.934 5.300
H -9.965 -22.819 5.936
C -6.043 -26.885 3.783
C -5.989 -25.867 2.649
C -4.700 -25.031 2.628
O -6.002 -26.588 1.443
H -7.021 -27.384 3.801
H -5.973 -26.416 4.774
H -5.247 -27.616 3.635
H -6.812 -25.144 2.727
H -3.825 -25.680 2.532
H -4.641 -24.416 3.528
H -4.750 -24.438 1.712
H -6.919 -26.957 1.459
C -6.996 -22.488 -0.942
C -8.127 -22.531 0.060
C -9.240 -21.551 -0.353
O -8.684 -23.826 -0.070
H -7.338 -22.737 -1.947
H -6.122 -23.076 -0.662
H -6.582 -21.469 -1.021
H -7.759 -22.359 1.079
H -8.920 -20.506 -0.244
H -10.136 -21.691 0.251
H -9.450 -21.755 -1.403
H -9.209 -24.022 0.729
C -13.949 -27.302 7.705
C -13.261 -26.922 6.404
C -12.339 -25.719 6.624
O -12.546 -28.008 5.886
H -14.727 -28.048 7.541
H -14.470 -26.423 8.102
H -13.198 -27.591 8.443
H -14.012 -26.586 5.674
H -12.993 -24.879 6.898
H -11.672 -25.461 5.807
H -11.708 -25.830 7.515
H -12.451 -27.915 4.907
C -10.258 -20.701 3.495
C -11.468 -21.457 4.049
C -12.537 -21.596 2.978
O -11.052 -22.761 4.476
H -9.604 -20.286 4.265
H -10.542 -19.846 2.867
H -9.665 -21.332 2.831
H -11.816 -21.012 4.984
H -13.348 -22.213 3.368
H -12.137 -22.030 2.063
H -12.979 -20.618 2.761
H -10.991 -23.296 3.654
*
```

Properties
**Energy relative to the best compared isomer or geometry (same formula, charge and spin)**: 0.0 kcal per mole
**Kohn-Sham gap (alpha / beta)**: 4.72 / 4.74 eV
**DFT total energy**: -2740.128687 Ha
**LUMO energy (alpha / beta)**: 6.0 / 6.0 eV

2.
Here is a structure of composition C20H54Cl2F6NO21S2Zr at a distorted geometry from the Open Molecules 2025 dataset. Energies are from ωB97M-V/def2-TZVPD.

The geometry in ORCA input format:
```
! RIJCOSX wB97M-V def2-TZVPD def2/J DEFGRID3
* xyz 1 1
Zr 12.973 23.311 -18.929
Cl 16.295 23.175 -15.115
O 17.431 24.091 -15.076
O 15.793 22.869 -13.797
O 15.213 23.788 -15.918
O 16.768 21.997 -15.750
Cl 13.876 20.890 -21.851
O 14.868 19.875 -21.668
O 14.266 21.890 -22.818
O 12.618 20.323 -22.214
O 13.695 21.614 -20.631
C 8.520 21.889 -18.435
F 8.022 20.652 -18.605
F 7.530 22.648 -18.851
F 8.809 22.077 -17.138
S 10.162 22.128 -19.474
O 11.334 21.574 -18.845
O 9.937 21.579 -20.842
N 11.005 23.667 -19.388
S 9.749 24.551 -20.111
O 10.425 25.632 -20.905
O 8.635 23.956 -20.850
C 8.895 25.448 -18.508
F 7.583 25.324 -18.593
F 9.351 24.953 -17.382
F 9.231 26.720 -18.595
C 13.157 27.811 -18.000
C 12.216 26.649 -18.130
O 13.157 25.537 -18.235
H 12.482 28.665 -17.959
H 13.809 27.846 -18.872
H 13.760 27.817 -17.091
H 11.593 26.691 -19.023
H 11.497 26.573 -17.314
H 13.981 26.008 -18.089
C 12.104 22.574 -14.736
C 11.441 22.646 -16.090
O 12.212 23.634 -16.774
H 12.797 21.735 -14.679
H 11.279 22.362 -14.056
H 12.704 23.447 -14.478
H 10.444 23.086 -16.049
H 11.302 21.636 -16.475
H 12.247 24.330 -16.114
C 18.095 26.687 -17.570
C 16.574 26.864 -17.242
O 15.857 26.388 -18.327
H 18.664 27.010 -16.698
H 18.393 27.359 -18.375
H 18.334 25.699 -17.963
H 16.446 27.942 -17.146
H 16.170 26.477 -16.306
H 16.187 26.904 -19.066
C 11.399 17.897 -19.946
C 10.208 18.337 -19.182
O 10.499 19.149 -18.001
H 12.041 18.736 -20.214
H 11.188 17.385 -20.885
H 11.956 17.148 -19.384
H 9.704 17.483 -18.730
H 9.476 18.782 -19.856
H 10.162 18.715 -17.213
C 9.688 23.429 -23.971
C 11.071 23.950 -23.650
O 11.525 23.291 -22.505
H 9.712 22.635 -24.718
H 9.057 24.230 -24.355
H 9.197 22.928 -23.136
H 11.055 25.023 -23.464
H 11.891 23.738 -24.336
H 11.477 22.395 -22.846
C 14.334 25.524 -22.562
C 13.703 25.662 -21.185
O 13.105 24.481 -20.798
H 14.753 26.494 -22.828
H 13.570 25.459 -23.336
H 15.104 24.787 -22.787
H 12.944 26.421 -21.375
H 14.347 26.100 -20.422
H 12.613 24.291 -21.600
C 13.672 26.569 -12.959
C 13.793 26.576 -14.455
O 12.669 25.878 -14.975
H 13.414 25.583 -12.573
H 12.864 27.236 -12.658
H 14.559 27.059 -12.556
H 14.693 26.027 -14.732
H 13.723 27.579 -14.876
H 11.922 26.477 -14.913
C 16.796 23.410 -20.714
C 16.381 23.128 -19.349
O 15.199 23.854 -18.912
H 16.037 23.249 -21.480
H 17.659 22.816 -21.014
H 17.068 24.461 -20.813
H 17.235 23.198 -18.675
H 16.207 22.065 -19.517
H 15.663 24.574 -18.478
C 14.031 19.542 -16.608
C 14.284 20.379 -17.903
O 13.978 21.745 -17.692
H 14.708 19.871 -15.820
H 14.182 18.467 -16.704
H 13.077 19.812 -16.155
H 13.723 19.870 -18.688
H 15.321 20.329 -18.236
H 14.654 21.888 -17.025
*
```

Properties
**Kohn-Sham gap**: 7.17 eV
**DFT total energy**: -4791.351821 Ha
**LUMO energy**: -4.7 eV

3.
Here is a structure of composition C20H54F3N5NbO6 at a distorted geometry from the Open Molecules 2025 dataset. Energies are from ωB97M-V/def2-TZVPD.

The geometry in ORCA input format:
```
! RIJCOSX wB97M-V def2-TZVPD def2/J DEFGRID3
* xyz -1 1
C 4.861 -2.377 2.288
Nb 4.259 -0.205 2.325
N 3.672 1.815 2.538
C 6.394 0.414 2.753
C 7.402 0.025 1.731
O 8.419 -0.480 2.017
O 7.155 0.268 0.451
C 2.008 -0.680 1.877
F 1.678 -0.170 0.649
F 1.121 -0.094 2.673
F 1.665 -1.951 1.778
H 4.205 -3.023 1.718
H 5.889 -2.468 1.955
H 4.852 -2.748 3.308
H 3.977 -0.411 4.138
H 4.497 -0.026 0.507
H 4.438 2.462 2.409
H 2.891 2.083 1.945
H 6.429 1.484 2.934
H 6.690 -0.078 3.662
H 6.226 0.539 0.331
C 2.515 2.853 -2.697
C 1.794 1.626 -2.142
C 1.336 0.628 -3.214
O 0.200 1.020 -3.970
C 0.456 1.952 -4.999
N 0.684 2.069 -1.295
H 1.824 3.592 -3.105
H 3.073 3.347 -1.901
H 3.224 2.577 -3.481
H 2.506 1.095 -1.507
H 1.039 -0.291 -2.705
H 2.164 0.364 -3.889
H 1.428 1.777 -5.470
H 0.403 2.978 -4.627
H -0.323 1.834 -5.754
H 0.290 1.260 -0.822
H -0.061 2.394 -1.906
C -3.829 -1.076 3.422
C -4.493 0.290 3.289
C -4.251 0.979 1.939
O -2.964 1.532 1.761
C -1.947 0.600 1.421
N -4.074 1.135 4.416
H -2.764 -1.001 3.637
H -4.280 -1.631 4.246
H -3.955 -1.667 2.512
H -5.570 0.130 3.368
H -4.939 1.828 1.872
H -4.495 0.306 1.104
H -2.329 -0.192 0.771
H -1.496 0.169 2.315
H -1.163 1.141 0.893
H -4.608 2.000 4.396
H -3.117 1.432 4.241
C 5.551 -2.476 -4.690
C 4.926 -1.085 -4.749
C 5.023 -0.411 -6.127
O 6.302 0.093 -6.468
C 7.232 -0.873 -6.916
N 5.506 -0.263 -3.686
H 6.636 -2.437 -4.606
H 5.186 -3.010 -3.813
H 5.293 -3.066 -5.573
H 3.859 -1.203 -4.535
H 4.366 0.464 -6.117
H 4.654 -1.075 -6.921
H 6.748 -1.656 -7.507
H 7.773 -1.319 -6.079
H 7.961 -0.362 -7.546
H 5.006 0.621 -3.636
H 6.446 0.000 -3.972
C -8.427 -0.428 4.619
C -8.664 0.069 3.195
C -10.115 -0.070 2.712
O -10.518 -1.384 2.378
C -10.845 -2.216 3.476
N -7.718 -0.604 2.299
H -8.355 -1.513 4.671
H -7.487 -0.031 5.003
H -9.226 -0.104 5.289
H -8.431 1.139 3.184
H -10.216 0.503 1.786
H -10.817 0.371 3.435
H -11.332 -1.654 4.277
H -9.960 -2.725 3.863
H -11.534 -2.980 3.117
H -7.783 -0.188 1.373
H -8.045 -1.557 2.163
*
```

Properties
**Kohn-Sham gap**: 7.13 eV
**DFT total energy**: -1876.028848 Ha
**LUMO energy**: 1.9 eV

4.
Here is a cluster of 9 separate species, C20H54F3O10 in total at a distorted geometry from the Open Molecules 2025 dataset. Energies are from ωB97M-V/def2-TZVPD.

The geometry in ORCA input format:
```
! RIJCOSX wB97M-V def2-TZVPD def2/J DEFGRID3
* xyz -1 1
C -0.866 0.072 -0.327
O 0.336 -0.720 0.072
O -0.951 0.210 -1.599
C -1.993 -0.687 0.366
F -2.151 -1.932 -0.104
F -1.800 -0.784 1.701
F -3.185 -0.075 0.225
C 1.402 0.062 0.474
C 1.538 0.121 1.982
H 0.605 0.391 2.482
H 1.865 -0.820 2.440
H 2.327 0.799 2.338
H 1.440 1.084 0.067
H 2.353 -0.338 0.095
H -0.765 1.043 0.222
C -5.510 -2.550 -1.055
C -6.567 -3.460 -1.623
O -7.499 -2.695 -2.381
H -4.650 -3.122 -0.673
H -5.835 -2.093 -0.117
H -5.056 -1.849 -1.747
H -7.082 -4.000 -0.822
H -6.108 -4.218 -2.267
H -7.721 -3.154 -3.192
C -0.388 -4.578 -2.901
C -0.834 -3.152 -3.259
O 0.208 -2.224 -2.995
H -1.210 -5.280 -3.067
H -0.077 -4.598 -1.858
H 0.450 -4.844 -3.547
H -1.749 -2.912 -2.711
H -1.037 -3.084 -4.332
H -0.058 -1.734 -2.202
C -0.356 -5.466 2.510
C -0.721 -4.041 2.117
O -0.010 -3.705 0.934
H -1.070 -5.835 3.248
H 0.636 -5.504 2.967
H -0.340 -6.105 1.629
H -0.477 -3.350 2.932
H -1.799 -3.999 1.916
H -0.296 -2.821 0.667
C 2.871 4.327 2.685
C 2.285 5.727 2.518
O 3.075 6.668 3.231
H 2.240 3.523 2.299
H 3.020 4.111 3.749
H 3.844 4.179 2.210
H 1.266 5.692 2.911
H 2.324 5.971 1.460
H 3.084 6.400 4.154
C 5.624 0.500 3.505
C 6.157 1.640 2.673
O 6.107 1.263 1.287
H 5.669 0.782 4.559
H 6.274 -0.378 3.464
H 4.628 0.245 3.154
H 7.170 1.950 2.946
H 5.491 2.505 2.780
H 6.459 1.974 0.744
C -4.783 0.942 -2.760
C -3.724 1.415 -3.724
O -2.627 0.553 -3.829
H -5.175 -0.047 -2.996
H -5.651 1.608 -2.822
H -4.329 0.955 -1.770
H -3.412 2.432 -3.419
H -4.120 1.590 -4.732
H -2.151 0.489 -2.975
C 4.054 0.827 -2.315
C 4.790 0.659 -3.650
O 4.008 -0.070 -4.588
H 3.270 1.577 -2.434
H 4.718 1.186 -1.527
H 3.597 -0.128 -2.064
H 5.728 0.118 -3.481
H 5.017 1.638 -4.077
H 4.247 -0.998 -4.548
C -0.891 3.080 2.478
C -2.142 3.295 1.657
O -2.983 4.180 2.418
H -0.488 4.040 2.807
H -0.066 2.560 1.991
H -1.139 2.471 3.351
H -2.687 2.364 1.489
H -1.882 3.756 0.699
H -3.761 4.381 1.891
*
```

Properties
**Energy relative to the best compared isomer or geometry (same formula, charge and spin)**: 0.0 kcal per mole
**Kohn-Sham gap**: 7.52 eV
**DFT total energy**: -1846.383821 Ha
**LUMO energy**: 2.3 eV

5.
Here is a structure of composition C20H55N5O13S2SrV2 at a distorted geometry from the Open Molecules 2025 dataset. Energies are from ωB97M-V/def2-TZVPD.

The geometry in ORCA input format:
```
! RIJCOSX wB97M-V def2-TZVPD def2/J DEFGRID3
* xyz 3 6
Sr 1.344 -2.685 0.172
V 0.848 2.178 -3.108
V -3.542 0.729 -0.778
S -0.220 -0.376 -1.062
O 0.373 -0.483 0.267
O 0.624 0.508 -1.926
O -0.125 -1.674 -1.671
O -1.642 0.053 -0.951
S -1.802 2.747 -2.782
O -1.094 1.694 -3.449
O -0.622 3.371 -2.316
O -2.481 3.527 -3.736
O -2.613 2.204 -1.666
C -0.862 2.586 1.412
C -1.725 1.440 1.871
C -1.744 1.339 3.409
O -2.696 0.346 3.714
C -2.928 0.225 5.068
N -3.024 1.581 1.200
H 0.033 2.492 2.026
H -1.314 3.575 1.329
H -0.573 2.526 0.363
H -1.372 0.492 1.465
H -2.038 2.272 3.890
H -0.804 0.981 3.829
H -3.350 1.128 5.510
H -2.038 -0.120 5.595
H -3.616 -0.620 5.084
H -3.249 2.554 1.348
H -3.518 1.059 1.909
C -0.768 -4.653 2.645
C -1.060 -3.202 2.283
C -0.031 -2.189 2.975
O 1.308 -2.517 2.786
C 2.122 -2.248 3.864
N -1.253 -3.059 0.845
H -1.409 -5.344 2.098
H -1.034 -4.792 3.693
H 0.213 -5.080 2.437
H -1.992 -2.895 2.757
H -0.330 -2.199 4.023
H -0.159 -1.145 2.685
H 3.028 -2.842 3.741
H 1.592 -2.645 4.730
H 2.377 -1.207 4.058
H -1.535 -2.090 0.811
H -2.144 -3.405 0.517
C 5.474 -0.077 0.164
C 4.187 -0.806 -0.334
C 4.286 -1.977 -1.293
O 3.053 -2.398 -1.651
C 2.882 -3.136 -2.892
N 3.664 -1.548 0.875
H 5.975 0.483 -0.626
H 6.127 -0.834 0.600
H 5.226 0.737 0.845
H 3.455 -0.168 -0.830
H 4.869 -2.861 -1.035
H 4.694 -1.585 -2.225
H 1.837 -3.383 -3.080
H 3.488 -4.042 -2.860
H 3.120 -2.607 -3.815
H 3.799 -0.861 1.602
H 4.445 -2.092 1.214
C 3.852 4.336 -1.417
C 3.077 3.283 -0.582
C 2.881 3.637 0.902
O 2.068 4.786 0.888
C 1.769 5.435 2.118
N 1.776 3.107 -1.241
H 4.907 4.475 -1.178
H 3.268 5.230 -1.200
H 3.868 4.096 -2.480
H 3.610 2.351 -0.767
H 3.876 3.710 1.340
H 2.405 2.836 1.467
H 0.902 4.966 2.585
H 1.491 6.430 1.770
H 2.590 5.574 2.821
H 1.420 2.629 -0.426
H 1.335 3.978 -0.982
C -5.946 -1.031 -2.827
C -4.470 -1.319 -3.012
C -4.128 -1.731 -4.477
O -2.812 -1.964 -4.797
C -2.153 -3.088 -4.124
N -3.791 -0.128 -2.795
H -6.610 -1.864 -3.063
H -6.163 -0.206 -3.505
H -6.355 -0.721 -1.866
H -4.097 -2.032 -2.276
H -4.434 -0.961 -5.186
H -4.602 -2.695 -4.659
H -2.857 -3.876 -3.856
H -1.733 -2.703 -3.195
H -1.368 -3.567 -4.708
H -4.217 0.506 -3.455
H -3.092 -0.466 -3.441
*
```

Properties
**Kohn-Sham gap (alpha / beta)**: 5.79 / 7.05 eV
**DFT total energy**: -4761.156916 Ha
**LUMO energy (alpha / beta)**: -10.4 / -9.3 eV